The following is a DFT calculation (ωB97M-V/def2-TZVPD) of a molecular structure, C26H59O2P3Re at a distorted geometry.

Last column: Mulliken charge in e.
Atoms and positions in Å:
Re: 0.071 0.495 -0.145  1.942
C: 1.797 -0.171 -0.842  0.308
O: 2.792 -0.602 -1.306  -0.294
C: -1.876 0.265 0.112  0.615
O: -3.042 0.116 0.210  -0.307
P: -0.093 2.272 -1.530  0.679
C: -0.420 2.027 -3.359  0.209
H: -0.420 3.058 -3.742  0.592
C: -1.543 3.397 -1.089  -0.013
H: -2.411 2.735 -1.260  0.457
C: 1.504 3.246 -1.721  0.182
H: 2.148 2.505 -2.230  0.511
C: 1.022 -3.849 0.399  0.201
P: -0.494 -2.900 -0.176  1.331
H: -0.916 -4.597 -1.788  0.876
H: 1.786 -3.481 -0.309  0.644
C: -1.922 -3.711 0.750  0.549
H: -1.675 -4.783 0.706  0.531
C: -1.535 3.773 0.390  -1.155
H: -2.449 4.346 0.606  0.491
H: -0.668 4.393 0.664  0.242
H: -1.549 2.891 1.043  0.161
C: -1.743 4.645 -1.950  -1.446
H: -0.952 5.389 -1.798  0.315
H: -2.690 5.108 -1.637  0.484
H: -1.832 4.425 -3.018  0.348
C: 1.469 4.502 -2.596  -1.554
H: 1.027 4.352 -3.585  0.327
H: 2.512 4.808 -2.764  0.478
H: 0.967 5.341 -2.101  0.411
C: 2.148 3.585 -0.382  -0.961
H: 3.119 4.060 -0.587  0.574
H: 2.354 2.699 0.235  -0.061
H: 1.541 4.284 0.211  0.272
C: 0.697 1.247 -4.070  -1.287
H: 1.486 1.924 -4.425  0.307
H: 0.284 0.732 -4.950  0.419
H: 1.161 0.485 -3.421  0.260
C: -1.808 1.445 -3.635  -1.438
H: -1.883 0.396 -3.327  0.164
H: -1.980 1.488 -4.719  0.590
H: -2.613 2.007 -3.155  0.324
C: 0.926 -5.374 0.270  -1.583
H: 0.654 -5.713 -0.737  0.363
H: 0.213 -5.793 0.993  0.445
H: 1.915 -5.796 0.505  0.453
C: 1.499 -3.467 1.800  -1.801
H: 0.842 -3.860 2.586  0.336
C: -1.691 -2.830 -2.763  -1.644
H: 1.602 -2.381 1.917  0.373
H: 2.497 -3.905 1.954  0.524
C: 0.731 -3.481 -2.660  -1.396
H: -1.277 -1.935 -3.245  0.477
H: -2.022 -3.510 -3.564  0.436
H: -2.575 -2.547 -2.175  0.325
C: -0.619 -3.544 -1.930  0.272
H: 0.581 -3.773 -3.708  0.459
H: 1.472 -4.164 -2.229  0.356
H: 1.134 -2.458 -2.638  0.208
C: -3.300 -3.499 0.105  -1.524
H: -3.493 -2.432 -0.079  0.241
H: -4.071 -3.845 0.810  0.478
H: -3.420 -4.068 -0.826  0.386
C: -1.974 -3.255 2.207  -1.322
H: -2.146 -2.173 2.264  0.308
H: -1.072 -3.503 2.775  0.169
H: -2.826 -3.750 2.692  0.545
H: -0.416 -0.989 -1.266  -2.192
H: -0.412 -0.058 -1.813  0.599
C: -0.505 2.705 3.624  -1.576
C: 0.798 2.389 2.890  0.115
P: 0.852 0.749 2.038  0.502
C: 2.658 0.298 2.162  -0.732
C: 3.280 0.204 3.555  -1.396
C: -0.049 -0.403 3.160  0.046
C: 0.286 -0.367 4.647  -1.491
H: -0.807 3.735 3.403  0.394
H: -0.377 2.641 4.713  0.418
H: -1.342 2.049 3.347  0.365
H: 1.000 3.150 2.119  -0.065
H: 1.649 2.419 3.583  0.505
H: 2.801 -0.658 1.636  0.351
H: 3.204 1.041 1.556  0.558
H: 3.070 -0.758 4.036  0.337
H: 4.372 0.275 3.456  0.445
H: 2.957 1.003 4.231  0.315
H: -1.119 -0.178 3.017  0.582
H: 0.090 -1.422 2.759  -0.254
H: 0.328 0.653 5.051  0.265
H: -0.500 -0.901 5.195  0.450
H: 1.232 -0.868 4.869  0.296

Computed properties:
* multiplicity: 4
* expectation value of S²: 3.794
* total charge: +4
* LUMO (alpha / beta): -14.91 / -17.40 eV
* HOMO (alpha / beta): -21.70 / -21.75 eV
* E_tot: -2277.1582 Ha
* HOMO-LUMO gap (alpha / beta): 6.79 / 4.35 eV

***

The following is a DFT calculation (ωB97M-V/def2-TZVPD) of 6 unconnected molecules or ions with the total composition C26H60BF10N5O6S2 at a distorted geometry.

Last column: Mulliken charge in e.
Atoms and positions in Å:
C: 8.177 -18.820 10.522  -1.129
C: 8.797 -19.587 11.723  -0.071
C: 10.024 -20.472 11.396  -0.527
O: 11.126 -19.545 11.318  -0.385
C: 12.428 -20.102 11.270  -0.744
N: 9.275 -18.522 12.741  -0.297
H: 10.209 -18.298 12.350  0.349
H: 8.609 -17.761 12.853  0.326
H: 9.364 -18.863 13.697  0.354
H: 7.485 -18.124 11.009  0.425
H: 7.564 -19.609 9.967  0.327
H: 9.019 -18.359 9.920  0.282
H: 8.027 -20.116 12.267  0.495
H: 9.793 -21.070 10.508  0.397
H: 10.097 -21.136 12.289  0.378
H: 12.529 -21.069 10.757  0.374
H: 12.872 -20.131 12.264  0.318
H: 13.048 -19.395 10.684  0.118
C: 10.618 -14.979 5.439  -1.073
C: 10.194 -15.666 4.113  0.299
C: 9.386 -14.788 3.108  -0.728
O: 9.717 -15.258 1.826  -0.343
C: 9.284 -14.601 0.573  -0.720
N: 11.410 -16.129 3.414  0.986
H: 11.799 -16.896 3.944  0.113
H: 11.179 -16.422 2.496  0.495
H: 12.090 -15.406 3.366  -0.690
H: 9.721 -14.819 6.032  0.464
H: 11.164 -14.066 5.203  0.065
H: 11.343 -15.526 6.052  0.202
H: 9.638 -16.607 4.340  0.486
H: 9.811 -13.809 3.312  0.282
H: 8.315 -14.809 3.287  0.510
H: 8.301 -14.062 0.705  0.314
H: 9.131 -15.460 -0.078  0.274
H: 10.069 -13.849 0.271  0.205
C: 12.853 -18.723 1.353  -1.746
C: 14.216 -18.301 1.952  1.217
C: 15.284 -18.251 0.834  -1.383
N: 16.596 -17.741 1.191  0.688
C: 16.599 -16.241 1.487  -0.903
C: 17.512 -18.100 -0.013  -0.450
C: 18.327 -19.310 0.510  -0.692
C: 17.757 -19.749 1.873  -1.004
C: 17.141 -18.494 2.407  -0.297
H: 12.315 -17.914 0.881  0.330
H: 12.206 -19.161 2.156  0.340
H: 12.870 -19.536 0.571  0.416
H: 14.459 -19.044 2.790  0.133
H: 14.170 -17.274 2.397  -0.372
H: 14.855 -17.757 -0.104  0.309
H: 15.511 -19.288 0.552  0.617
H: 16.201 -15.768 0.576  0.417
H: 17.592 -15.878 1.787  0.447
H: 15.975 -16.037 2.316  0.039
H: 18.107 -17.266 -0.244  0.396
H: 16.899 -18.325 -0.897  0.317
H: 19.317 -19.007 0.600  0.374
H: 18.222 -20.146 -0.160  0.354
H: 18.538 -20.068 2.557  0.446
H: 17.028 -20.515 1.762  0.390
H: 17.968 -17.805 2.646  0.544
H: 16.414 -18.648 3.193  0.135
C: 13.158 -11.289 7.731  -1.532
C: 13.628 -11.557 6.241  0.120
C: 14.369 -10.379 5.634  -0.604
N: 14.622 -10.557 4.106  0.372
C: 15.437 -11.774 3.808  -0.971
C: 15.194 -9.309 3.445  -0.701
C: 14.609 -9.205 2.046  -0.864
C: 13.425 -10.223 2.043  -0.336
C: 13.265 -10.715 3.448  -0.785
H: 12.643 -10.359 7.850  0.396
H: 14.079 -11.264 8.330  0.368
H: 12.547 -12.136 8.052  0.373
H: 12.762 -11.873 5.701  0.085
H: 14.188 -12.409 6.099  0.304
H: 15.307 -10.169 6.103  0.439
H: 13.712 -9.469 5.552  0.464
H: 16.409 -11.647 4.282  0.298
H: 15.516 -11.844 2.734  0.566
H: 15.003 -12.703 4.228  0.152
H: 16.252 -9.264 3.503  0.502
H: 14.763 -8.501 3.992  0.378
H: 15.368 -9.537 1.312  0.314
H: 14.274 -8.237 1.718  0.388
H: 13.585 -11.067 1.369  0.069
H: 12.488 -9.673 1.842  0.517
H: 12.917 -11.707 3.604  0.172
H: 12.577 -10.009 3.941  0.606
B: 13.434 -14.171 1.650  0.386
F: 13.138 -15.105 0.676  -0.331
F: 14.321 -13.179 1.225  -0.267
F: 12.240 -13.545 2.116  -0.332
F: 13.968 -14.873 2.773  -0.033
C: 16.542 -16.409 7.063  0.463
F: 17.698 -15.759 6.888  -0.200
F: 16.753 -17.693 6.992  -0.177
F: 16.023 -16.093 8.217  -0.190
S: 15.337 -15.934 5.691  0.975
O: 15.156 -14.481 5.768  -0.688
O: 15.897 -16.400 4.486  -0.634
N: 14.034 -16.705 6.185  -0.438
S: 13.446 -18.097 5.808  1.280
O: 12.131 -18.002 5.186  -1.011
O: 14.300 -19.084 5.175  -0.663
C: 13.220 -18.921 7.373  0.262
F: 12.684 -18.173 8.300  -0.257
F: 12.362 -19.899 7.173  -0.224
F: 14.349 -19.400 7.817  -0.207

Computed properties:
* total charge: +2
* LUMO: -4.31 eV
* HOMO: -13.67 eV
* E_tot: -3571.4211 Ha
* HOMO-LUMO gap: 9.36 eV

***

The following is a DFT calculation (ωB97M-V/def2-TZVPD) of 13 unconnected molecules or ions with the total composition C26H60F16N13O36S16 at a distorted geometry.

Last column: Mulliken charge in e.
Atoms and positions in Å:
C: 3.574 4.080 -3.492  -0.837
C: 3.631 2.550 -3.276  0.249
O: 3.552 2.021 -2.165  -0.423
N: 3.447 1.731 -4.571  0.745
H: 2.760 0.994 -4.507  -0.164
H: 3.005 2.259 -5.310  0.531
C: 4.808 1.202 -4.983  -0.858
H: 2.625 4.437 -3.894  0.280
H: 4.418 4.442 -4.079  0.546
H: 3.820 4.541 -2.536  0.212
H: 5.295 0.682 -4.158  0.392
H: 5.508 2.018 -5.164  0.349
H: 4.643 0.457 -5.761  0.376
C: -3.146 -1.867 -3.864  -0.474
C: -3.888 -1.790 -2.489  0.441
O: -3.424 -2.290 -1.496  -0.345
N: -5.283 -1.148 -2.561  0.164
H: -5.251 -0.164 -2.783  0.387
H: -5.809 -1.520 -3.339  0.497
C: -6.099 -1.406 -1.315  -0.768
H: -2.446 -2.678 -4.067  0.414
H: -2.679 -0.882 -3.889  -0.223
H: -3.861 -1.840 -4.686  0.328
H: -7.116 -1.100 -1.561  0.344
H: -5.546 -0.749 -0.643  0.286
H: -6.082 -2.468 -1.069  0.383
C: -0.640 6.181 -3.675  0.156
C: -0.283 6.949 -4.973  0.397
O: -0.792 6.637 -6.035  -0.512
N: 0.735 8.114 -4.730  0.391
H: 0.273 8.901 -4.298  0.427
H: 1.350 7.753 -4.014  0.367
C: 1.465 8.518 -5.966  -0.880
H: -1.393 6.725 -3.107  0.468
H: 0.259 6.027 -3.078  -0.538
H: -1.044 5.197 -3.911  0.171
H: 1.827 7.679 -6.560  0.323
H: 2.347 9.121 -5.748  0.340
H: 0.675 9.044 -6.503  0.389
C: -1.436 -6.934 3.712  -1.750
C: -0.271 -5.949 3.724  1.841
C: -0.635 -4.521 4.345  -1.210
C: -1.142 -4.660 5.790  -0.528
C: -0.495 -5.835 6.552  -1.615
C: 0.945 -6.242 6.118  1.782
N: 0.873 -6.512 4.596  0.727
O: 1.931 -7.108 3.950  -0.338
C: 1.284 -7.576 6.822  -1.841
C: 1.931 -5.114 6.377  -1.517
C: 0.279 -5.575 2.319  -2.090
H: -1.973 -7.060 4.652  0.386
H: -1.246 -7.957 3.389  0.412
H: -2.343 -6.583 3.221  0.434
H: -1.398 -3.963 3.802  0.418
H: 0.204 -3.827 4.298  0.353
H: -2.226 -4.688 5.895  0.345
H: -0.887 -3.742 6.320  0.307
H: -1.162 -6.695 6.497  0.388
H: -0.708 -5.720 7.615  0.606
H: 2.024 -8.167 6.281  0.403
H: 0.417 -8.233 6.888  0.412
H: 1.518 -7.468 7.881  0.395
H: 2.947 -5.498 6.471  0.467
H: 1.638 -4.700 7.342  0.357
H: 1.958 -4.310 5.641  0.329
H: -0.464 -5.183 1.625  0.413
H: 0.636 -6.455 1.785  0.575
H: 1.165 -4.939 2.326  0.530
C: 1.528 -2.602 0.242  -1.296
C: 0.361 -1.603 -0.049  0.589
C: 0.938 -0.131 0.066  -1.025
N: -0.086 0.974 -0.452  0.666
C: -1.425 0.898 0.466  -1.144
C: -0.483 0.892 -1.960  0.795
C: -0.160 2.296 -2.568  0.535
C: -0.094 3.236 -1.290  0.655
C: 0.597 2.344 -0.264  -0.976
H: 1.886 -2.450 1.260  0.292
H: 2.417 -2.355 -0.339  0.424
H: 1.286 -3.648 0.054  0.136
H: -0.341 -1.765 0.768  -0.139
H: -0.163 -1.662 -1.003  0.103
H: 1.867 -0.078 -0.501  0.513
H: 1.129 0.255 1.067  0.546
H: -0.996 0.856 1.467  0.342
H: -1.950 0.044 0.037  0.280
H: -1.998 1.811 0.304  0.436
H: -1.514 0.586 -2.142  -0.800
H: 0.216 0.185 -2.407  -0.197
H: -0.984 2.488 -3.254  0.701
H: 0.771 2.187 -3.124  -0.822
H: -1.063 3.565 -0.915  0.331
H: 0.488 4.143 -1.456  -0.778
H: 0.365 2.739 0.725  0.434
H: 1.668 2.160 -0.349  0.358
N: 0.330 4.994 3.844  -0.321
S: -1.116 4.731 3.327  1.013
O: -1.257 3.788 2.202  -0.466
O: -2.055 5.804 3.536  -0.639
F: -1.443 3.760 4.591  -0.305
S: 0.651 6.158 2.649  0.884
O: 0.164 7.522 2.952  -0.617
O: 0.670 5.717 1.255  -0.272
F: 2.264 6.311 2.933  -0.323
N: -4.789 1.349 -3.492  -0.302
S: -4.580 2.800 -3.093  0.656
O: -5.771 3.616 -3.289  -0.643
O: -3.273 3.434 -3.127  -0.299
F: -4.673 2.515 -1.508  -0.303
S: -4.261 1.618 -5.066  0.723
O: -2.887 1.300 -5.365  -0.347
O: -5.036 2.524 -5.937  -0.594
F: -4.963 0.234 -5.556  -0.344
N: 5.267 0.583 4.102  -0.313
S: 6.540 1.489 3.833  1.009
O: 6.372 2.887 3.399  -0.587
O: 7.736 0.808 3.327  -0.656
F: 6.902 1.588 5.367  -0.287
S: 4.812 0.579 2.452  1.045
O: 5.797 0.252 1.435  -0.610
O: 3.856 1.689 2.207  -0.391
F: 3.984 -0.783 2.489  -0.213
N: 1.274 0.872 5.989  -0.359
S: 0.595 0.248 4.544  0.924
O: -0.480 1.104 3.922  -0.445
O: 0.701 -1.143 4.194  -0.434
F: 1.748 0.755 3.525  -0.212
S: 0.159 0.210 6.809  0.990
O: 0.340 -1.218 7.134  -0.599
O: -1.168 0.835 6.690  -0.581
F: 0.582 0.802 8.235  -0.329
N: 2.498 7.536 -2.911  -0.263
S: 2.354 7.076 -1.295  0.547
O: 3.017 7.816 -0.220  -0.485
O: 2.196 5.632 -1.184  -0.324
F: 0.834 7.596 -1.201  -0.279
S: 3.951 7.861 -2.931  0.857
O: 4.849 6.723 -2.709  -0.585
O: 4.344 9.155 -2.433  -0.634
F: 4.153 8.027 -4.483  -0.312
N: 1.600 -0.288 -4.586  -0.178
S: 0.573 -0.338 -5.901  0.819
O: -0.784 -0.835 -5.641  -0.418
O: 1.039 -0.398 -7.288  -0.605
F: 0.269 1.227 -5.865  -0.304
S: 1.821 -1.805 -4.595  0.713
O: 2.413 -2.437 -5.752  -0.663
O: 0.904 -2.623 -3.856  -0.422
F: 3.034 -1.749 -3.524  -0.338
N: -0.483 -8.189 -1.229  -0.278
S: -1.418 -6.848 -1.139  1.185
O: -2.312 -6.601 -0.003  -0.541
O: -1.848 -6.246 -2.394  -0.588
F: -0.164 -5.870 -0.843  -0.232
S: -1.555 -9.025 -1.944  1.057
O: -1.398 -9.317 -3.367  -0.624
O: -2.986 -9.030 -1.464  -0.601
F: -1.125 -10.450 -1.246  -0.356
N: -5.443 -1.379 3.070  -0.480
S: -5.184 -2.416 4.161  1.084
O: -4.353 -2.045 5.311  -0.575
O: -5.280 -3.788 3.878  -0.594
F: -6.714 -2.243 4.771  -0.407
S: -3.998 -1.793 2.287  1.101
O: -4.240 -2.787 1.244  -0.635
O: -2.717 -1.895 3.020  -0.195
F: -3.700 -0.495 1.396  -0.185

Computed properties:
* total charge: -3
* LUMO: 0.25 eV
* HOMO: -3.33 eV
* E_tot: -12415.4002 Ha
* HOMO-LUMO gap: 3.58 eV